The following is a quantum chemistry calculation of an isolated molecule of C3H7N3O in a non-equilibrium geometry, from the OMol25 dataset.

Element x y z (Å)
1 O -0.719 -2.528 0.504
2 N -0.035 0.531 0.435
3 N 2.315 0.708 -0.301
4 N -0.534 -1.285 -0.197
5 C -1.065 1.405 -0.098
6 C 0.769 -1.216 -0.631
7 C 1.185 0.108 -0.307
8 H -2.025 1.108 0.328
9 H 1.380 -2.058 -0.932
10 H 0.084 0.577 1.443
11 H -1.104 1.318 -1.183
12 H -1.682 -2.656 0.475
13 H 2.305 1.550 0.269
14 H -0.874 2.440 0.194

As for the SMILES: [H]/N=C(/C=N/O)NC. The calculation puts the energy above the lowest of the compared OMol25 structures with the same formula, charge and spin at 569.8 kJ/mol. Its LUMO energy (alpha / beta) is 0.06 / 0.08 eV. As for the HOMO energy (alpha / beta): -7.50 / -7.50 eV. For the total energy, the calculation gives -9737.1273 eV. The maximum force is 3.172 eV/Å. Its net charge is 0.